{"formula": "C4H10N", "method": "ωB97M-V with the def2-TZVPD basis set", "symbols": ["N", "C", "C", "C", "C", "H", "H", "H", "H", "H", "H", "H", "H", "H", "H"], "positions_angstrom": [[3.81, -0.41, 0.18], [-1.84, 1.10, 0.88], [-1.04, -0.73, -0.67], [-2.12, 0.27, -0.50], [0.24, -0.21, -0.86], [-2.33, 0.45, 1.71], [-1.21, -1.80, -0.36], [2.82, -0.73, 0.20], [4.09, -0.18, -0.74], [4.38, -1.05, 0.68], [-3.17, -0.16, -0.73], [-0.74, 0.83, 0.72], [-1.98, 2.18, 1.01], [1.13, -0.60, -0.20], [-2.04, 1.05, -1.31]], "e_tot_ev": -5795.152, "homo_lumo_gap_ev": [9.84, 8.79], "spin_multiplicity": 2, "relative_energy_kj_mol": 281.8}